1.
{"formula": "C21H38F3NO9S3", "method": "ωB97M-V/def2-TZVPD", "symbols": ["F", "F", "H", "S", "H", "H", "H", "C", "H", "H", "N", "H", "C", "C", "H", "H", "H", "C", "C", "C", "H", "H", "H", "H", "H", "H", "H", "H", "O", "H", "S", "C", "H", "H", "C", "O", "O", "H", "H", "H", "O", "C", "O", "H", "H", "C", "C", "C", "O", "H", "H", "H", "C", "C", "H", "C", "C", "F", "O", "H", "H", "C", "O", "H", "S", "H", "H", "O", "H", "C", "H", "C", "C", "C", "H"], "xyz": [[-0.489, 5.068, 1.385], [-0.719, 3.463, 2.804], [-3.118, 2.426, -1.423], [5.764, -5.594, 1.952], [-3.662, -0.027, 2.786], [5.539, -1.117, 2.687], [-2.424, -0.211, 4.051], [4.922, -6.400, 0.580], [6.925, -3.961, 0.711], [-6.273, 1.141, -4.406], [-0.616, 0.307, -1.018], [-0.695, 3.544, -0.700], [4.513, 0.500, 1.620], [-2.756, -0.574, 3.079], [3.123, -1.537, 2.953], [7.640, -6.878, 0.092], [5.409, -5.177, -1.133], [7.215, -5.917, -0.203], [3.391, 0.540, 0.576], [-4.795, 2.588, -3.778], [-3.692, 2.367, 0.686], [2.670, 1.337, 0.740], [-6.934, 4.104, -4.781], [-3.006, -1.639, 3.168], [-7.773, 4.075, -2.470], [3.669, -2.802, 1.817], [-1.356, -1.526, 0.527], [5.668, -6.896, -1.398], [4.971, -4.486, 2.431], [3.911, -6.005, 0.530], [2.531, -1.036, 0.728], [4.896, -0.974, 1.820], [-2.639, 0.470, -0.828], [7.842, -5.502, -0.991], [-1.791, 0.465, -0.129], [-5.275, 2.552, -1.155], [2.703, -1.778, -0.498], [-8.076, 2.760, -4.789], [5.429, -1.345, 0.941], [-7.622, 2.296, -2.397], [-1.696, -0.367, 2.177], [-0.314, 1.580, -1.526], [-5.173, 4.764, -2.309], [-2.861, 1.983, 2.185], [-3.471, 4.359, 2.048], [-2.004, -0.700, 0.837], [-7.140, 3.117, -4.362], [3.584, -1.733, 1.985], [1.193, -0.816, 1.230], [4.153, 0.913, 2.564], [-3.042, -1.042, 0.770], [-4.167, 3.342, -4.247], [7.156, -4.986, 1.003], [-2.754, 2.501, 1.232], [4.895, -7.462, 0.817], [-1.242, 2.615, -0.867], [-5.976, 2.161, -4.657], [-1.683, 5.359, 3.164], [6.229, -6.593, 2.878], [0.210, -0.075, -0.561], [-0.691, 1.841, 1.005], [-1.623, 1.884, 0.427], [0.550, 1.822, -2.318], [-5.699, 2.173, -5.709], [-5.522, 3.369, -2.326], [5.362, 1.102, 1.299], [-4.177, 1.756, -3.452], [-2.347, 2.935, -1.712], [8.036, -5.007, 1.642], [-1.383, 4.469, 2.197], [-2.661, 4.534, 0.501], [-7.229, 3.211, -2.842], [-2.624, 4.008, 1.457], [5.763, -6.097, -0.665], [3.769, 0.590, -0.444]], "mulliken_charge": [-0.287, -0.260, 0.265, 1.062, 0.382, 0.374, 0.268, -0.651, 0.231, 0.304, -0.281, 0.559, -0.835, -0.960, 0.354, 0.306, 0.285, -0.613, -0.555, -0.468, 0.342, 0.281, 0.292, 0.318, 0.410, 0.273, 0.405, 0.322, -0.610, 0.360, 1.164, -0.416, 0.111, 0.350, 0.487, -0.682, -0.724, 0.367, 0.190, 0.357, -0.205, -0.107, -0.691, 0.374, 0.501, -1.235, -0.580, -0.612, -0.564, 0.334, 0.476, 0.411, -0.568, -0.583, 0.358, -0.068, -0.736, -0.312, -0.678, 0.045, 0.906, -0.302, -0.631, 0.354, 1.298, 0.357, 0.258, -0.454, 0.415, 0.882, 0.383, -0.810, -1.130, -0.593, 0.428], "energy_ha": -3049.040948, "homo_energy_ev": -8.96, "spin_multiplicity": 1, "smiles": "COC[C@@H]1NC(=O)[C@@H](O)[C@H]1CCC(F)(F)F.O=S1(=O)CCCC1.O=S1(=O)CCCC1.O=S1(=O)CCCC1"}


2.
{"formula": "C21H38N4O", "method": "ωB97M-V/def2-TZVPD", "symbols": ["C", "H", "H", "H", "H", "H", "C", "H", "H", "H", "H", "H", "C", "C", "H", "C", "C", "N", "H", "C", "O", "C", "H", "C", "N", "H", "C", "H", "C", "H", "H", "C", "H", "H", "H", "H", "H", "H", "C", "C", "H", "C", "H", "C", "H", "N", "H", "C", "C", "C", "H", "N", "H", "C", "C", "H", "H", "H", "H", "H", "H", "H", "H", "H"], "xyz": [[-3.186, 1.660, 0.489], [4.491, 2.437, -1.815], [5.001, -2.567, 0.177], [-3.034, -0.344, 1.242], [3.187, 2.241, 0.931], [1.788, 1.188, -0.832], [1.018, -1.941, -0.798], [2.140, 3.183, -1.860], [-3.615, 2.186, -0.367], [2.814, -3.770, 0.098], [4.089, -0.806, 1.499], [4.689, -3.532, 1.638], [3.671, 1.792, 0.062], [-1.836, -1.563, -2.436], [0.788, -1.222, -1.606], [2.753, 0.737, -0.563], [-2.879, -0.429, -0.855], [2.592, -0.391, 0.345], [-6.670, 0.326, 1.710], [-3.782, 2.224, 1.775], [4.564, -1.549, 1.914], [4.364, -2.653, 1.073], [-3.312, 1.741, 2.635], [-1.978, -1.466, -1.039], [-3.206, 0.002, -2.096], [-5.165, -0.036, 2.558], [-1.258, -2.273, -0.003], [4.777, 4.252, 0.622], [5.156, 3.776, -0.280], [4.573, 1.285, 0.413], [1.760, -0.855, 2.187], [2.452, -1.695, -0.302], [-1.824, -2.266, 0.934], [-0.139, 0.278, 0.065], [2.259, -2.867, 1.507], [-5.465, 0.409, -0.445], [-5.200, -1.147, 0.346], [-0.564, -0.382, 1.662], [-5.288, 1.981, 1.819], [-5.590, 0.490, 1.700], [-1.232, -2.249, -2.995], [0.141, -0.468, 0.833], [6.026, 3.180, -0.013], [2.907, -2.824, 0.633], [-2.106, 1.826, 0.476], [0.091, -1.818, 0.309], [-3.576, 3.294, 1.839], [-4.996, -0.076, 0.414], [-3.480, 0.159, 0.377], [2.882, 3.765, -1.319], [5.473, 4.555, -0.970], [-2.582, -0.674, -3.059], [-3.847, 0.739, -2.341], [1.556, -0.186, 1.347], [4.076, 2.902, -0.914], [3.120, -1.699, -1.172], [2.411, 4.196, -0.438], [-5.766, 2.515, 0.994], [0.943, -2.950, -1.208], [3.207, 4.578, -1.965], [3.218, 0.379, -1.484], [1.619, 0.841, 1.710], [-5.700, 2.371, 2.751], [-1.174, -3.310, -0.343]], "mulliken_charge": [-0.813, 0.292, 0.246, 0.448, 0.331, -0.020, -0.908, 0.355, 0.336, 0.417, 0.408, 0.474, -0.692, -0.790, 0.344, -0.681, -1.136, 0.528, 0.393, -0.708, -0.642, -0.676, 0.330, 1.851, 0.645, 0.325, -1.776, 0.337, -1.636, 0.165, 0.408, -0.024, 0.455, 0.045, 0.331, 0.321, 0.352, 0.412, -0.704, -0.681, 0.583, 0.251, 0.406, -1.050, 0.188, 0.191, 0.383, -0.963, 0.486, -1.451, 0.448, -1.177, 0.200, -1.739, 0.686, 0.583, 0.298, 0.319, 0.515, 0.435, 0.405, 0.463, 0.339, 0.535], "relative_energy_kj_mol": 8.6, "energy_ha": -1117.248605, "homo_energy_ev": -8.19, "spin_multiplicity": 1, "smiles": "CC(C)CCN1CCN(Cc2cn[nH]c2C2CCCCC2)C[C@@H]1CCO"}


3.
{"formula": "C21H39BINO9P", "method": "ωB97M-V/def2-TZVPD", "symbols": ["H", "H", "H", "H", "C", "H", "O", "C", "C", "H", "H", "C", "H", "H", "C", "H", "H", "H", "H", "H", "C", "C", "H", "H", "H", "C", "O", "H", "H", "O", "P", "H", "O", "C", "H", "H", "O", "H", "C", "H", "C", "C", "H", "N", "H", "H", "H", "H", "C", "H", "C", "H", "O", "H", "H", "O", "C", "I", "H", "H", "O", "B", "C", "H", "H", "C", "H", "C", "C", "C", "C", "H", "O"], "xyz": [[-3.777, -0.928, 3.427], [6.008, -2.006, 4.556], [3.603, -3.129, 3.034], [7.560, -2.433, 1.457], [-5.006, 0.552, 0.635], [1.093, -2.764, -0.422], [-1.225, -4.308, -0.685], [-3.545, 2.062, -4.818], [-0.282, 0.409, -4.775], [6.700, -1.182, 2.374], [0.162, 1.196, -5.392], [-2.552, 0.474, 0.585], [-3.029, -2.625, -1.826], [-1.926, 2.246, -3.481], [0.950, -0.951, -1.624], [-3.783, 1.320, -0.949], [5.424, -3.676, 4.625], [-0.795, 1.690, 2.445], [-0.108, -0.531, -5.290], [-0.481, 3.509, 1.105], [7.190, -2.156, 2.443], [-6.300, 0.920, -0.049], [8.039, -2.088, 3.134], [-4.104, 1.429, -4.135], [-5.939, -0.282, 2.380], [0.265, 1.840, 2.224], [-1.677, 0.593, -4.668], [1.966, 4.432, 2.529], [0.552, 4.066, 3.556], [4.149, -1.140, 2.843], [-1.010, -3.049, -1.412], [2.956, -1.577, 1.197], [-0.644, -3.337, -2.944], [3.996, -1.340, 1.440], [1.166, 0.032, 2.119], [-1.055, -2.685, -3.521], [0.224, -0.802, -2.799], [-3.855, 3.085, -4.621], [-2.579, -0.178, 1.818], [3.547, -2.141, 4.503], [-2.073, 1.935, -4.520], [0.313, -2.040, -0.660], [1.172, 3.081, 0.753], [0.896, 0.760, 1.467], [0.446, 5.263, 2.269], [4.261, -0.411, 0.941], [-1.482, 2.610, -5.143], [-1.214, 1.902, -0.206], [5.508, -2.793, 3.982], [-1.438, 0.479, -1.183], [-1.279, 0.813, -0.156], [0.766, 1.892, 3.193], [1.037, 0.140, -0.907], [-6.754, 0.019, -0.458], [-1.652, -0.471, 2.283], [6.290, -3.164, 2.858], [0.888, 4.310, 2.553], [3.023, -1.637, -2.149], [4.645, -2.140, 1.076], [-6.983, 1.396, 0.646], [-2.322, -2.119, -1.405], [0.108, 0.098, 0.357], [-3.790, 0.827, 0.015], [1.478, 0.670, -3.574], [-0.003, 1.251, -2.856], [-3.785, -0.438, 2.464], [-3.783, 1.800, -5.844], [-5.001, -0.076, 1.885], [0.421, 0.435, -3.439], [0.463, 3.218, 1.564], [4.119, -2.339, 3.589], [-6.096, 1.564, -0.899], [-0.060, -1.381, 0.483]], "mulliken_charge": [0.391, 0.317, 0.307, 0.250, 0.950, 0.691, -0.802, -1.380, -0.964, 0.306, 0.410, 0.773, 0.305, 0.136, -0.643, 0.272, 0.367, 0.209, 0.350, 0.150, -0.719, -1.624, 0.324, 0.265, 0.395, -0.716, -0.341, 0.302, 0.365, -0.380, 0.566, 0.197, -0.560, -0.825, 0.118, 0.321, 0.182, 0.392, -0.322, 0.387, 0.054, 0.261, 0.221, -0.301, 0.366, 0.305, 0.351, 0.455, -0.563, -0.302, -0.675, 0.634, -0.182, 0.311, 0.465, -0.370, -1.363, -0.192, 0.501, 0.396, -0.490, 0.909, -0.451, 0.428, 0.031, -1.142, 0.365, -0.608, -0.019, -0.157, -0.466, 0.345, -0.837], "energy_ha": -2219.607762, "homo_energy_ev": -5.23, "spin_multiplicity": 1, "total_charge": -1}